1.
{"formula": "C5H13P", "method": "ωB97M-V/def2-TZVPD", "mol_weight_g_mol": 104.1, "gap_ev": [5.10, 7.33], "lumo_energy_ev": [0.881, -2.221], "de_lowest_kj_mol": 286.7, "e_homo_ha": [-0.1549, -0.3512], "spin_multiplicity": 3, "elements": ["C", "C", "C", "C", "C", "P", "H", "H", "H", "H", "H", "H", "H", "H", "H", "H", "H", "H", "H"], "xyz": [[0.82176, -0.72701, 0.97547], [0.73522, -0.27150, -1.38830], [1.30625, 1.58666, 0.16766], [-2.37085, -0.71682, -0.07320], [0.53453, 0.31474, -0.04366], [-1.51971, 0.92114, 0.09058], [1.81501, -1.17500, 0.87721], [0.50911, -0.52705, 2.09029], [0.28708, -1.67129, 0.64976], [0.00634, 0.11768, -2.15006], [0.56802, -1.32704, -1.56303], [1.77933, -0.19488, -1.55758], [2.32675, 1.18330, 0.17610], [1.22239, 2.46108, -0.52262], [1.07089, 1.98925, 1.09751], [-2.22741, -1.55296, 0.60127], [-2.09747, -0.99871, -1.08065], [-3.38987, -0.56860, 0.09226], [-1.37736, 1.15703, 1.56101]], "forces_ev_per_angstrom": [[-1.97, -1.90, 1.65], [-1.62, -0.21, -1.34], [0.57, -0.30, -1.40], [1.31, 0.36, -0.14], [1.64, -0.59, -0.37], [-1.81, 0.15, 2.02], [0.64, 0.79, 0.47], [0.86, -0.11, -2.03], [-0.12, 1.02, 0.60], [1.22, 0.63, 0.25], [-0.30, -0.62, 0.98], [1.04, 0.67, -1.19], [0.28, 0.75, 0.11], [-0.15, -1.17, -0.08], [-0.20, 0.61, 2.01], [1.06, 0.07, 0.32], [-0.49, -0.53, -0.28], [-1.90, 0.49, -0.49], [-0.07, -0.11, -1.08]], "mulliken_spin": [0.052, 0.048, 0.076, 0.025, 0.639, 1.156, 0.011, -0.017, 0.008, -0.026, 0.005, 0.008, 0.015, -0.022, -0.033, 0.024, 0.008, -0.014, 0.038]}

2.
{"formula": "C3H4N4O", "method": "ωB97M-V/def2-TZVPD", "mol_weight_g_mol": 112.1, "gap_ev": 9.21, "lumo_energy_ev": -0.480, "de_lowest_kj_mol": 548.2, "e_homo_ha": -0.3561, "elements": ["C", "C", "C", "H", "H", "H", "H", "N", "N", "N", "N", "O"], "xyz": [[0.25397, -0.59224, -0.00656], [-1.97433, -0.77629, 0.00584], [-0.26155, 0.87705, -0.04526], [2.29165, 0.86205, 0.71534], [3.47617, -0.66336, 0.62626], [-3.02860, -1.23038, -0.30238], [-2.18711, 1.50447, -0.46035], [2.47059, -0.09225, -0.19156], [1.39502, -1.07905, -0.16842], [-0.99044, -1.46648, -0.11281], [-1.61413, 0.68278, 0.11084], [0.16877, 1.97368, -0.17095]], "forces_ev_per_angstrom": [[-2.39, -0.16, -0.99], [-3.66, 3.85, -1.84], [-1.73, -2.32, 0.92], [0.10, -3.50, -3.64], [-3.81, 1.75, -3.36], [2.01, 1.62, 1.31], [1.59, -3.02, 2.35], [2.38, 0.29, 6.45], [1.82, 1.29, 0.86], [5.85, -2.20, 0.44], [-4.15, 1.25, -2.19], [1.99, 1.15, -0.33]], "nbo_charge": [0.214, 0.268, 0.597, 0.349, 0.353, 0.223, 0.424, -0.622, -0.174, -0.422, -0.666, -0.542]}

3.
{"formula": "C8H13IO", "method": "ωB97M-V/def2-TZVPD", "mol_weight_g_mol": 252.1, "gap_ev": 9.81, "lumo_energy_ev": 0.425, "de_lowest_kj_mol": 187.1, "e_homo_ha": -0.3448, "elements": ["C", "C", "I", "C", "O", "C", "C", "C", "C", "C", "H", "H", "H", "H", "H", "H", "H", "H", "H", "H", "H", "H", "H"], "xyz": [[3.29771, 2.13065, -0.59588], [3.00468, 1.03627, 0.01036], [4.21579, -0.68556, 0.13159], [1.47704, 0.83414, 0.30752], [0.52498, 1.77484, -0.16974], [0.54754, 0.51852, -0.79666], [-0.58262, -0.46454, -0.76796], [-1.35238, -0.88761, 0.47039], [-2.13927, 0.30542, 1.02263], [-2.14400, -2.23394, 0.30841], [4.17712, 2.12272, -1.18363], [2.71191, 3.03225, -0.74409], [1.19858, 0.55534, 1.23223], [0.99110, 0.53185, -1.76548], [-1.22820, -0.25927, -1.69421], [-0.01948, -1.32536, -1.02852], [-0.53155, -1.17172, 1.10491], [-3.05344, 0.44812, 0.41414], [-1.46612, 1.11398, 0.87451], [-2.36605, 0.39366, 2.10995], [-2.46665, -2.64527, 1.26027], [-1.69630, -3.12526, -0.20468], [-3.10039, -1.99923, -0.29607]], "forces_ev_per_angstrom": [[1.48, 1.69, -1.68], [-3.84, -1.61, 0.78], [-0.38, 0.52, -0.02], [1.77, 0.33, -2.25], [0.28, 1.05, -0.24], [0.01, -0.16, 1.02], [-1.19, -0.06, -1.92], [0.19, -0.90, 0.33], [-0.46, -0.43, 0.32], [-1.63, 0.61, -1.58], [1.31, 0.44, -0.13], [-0.56, -0.48, 0.39], [-0.55, -1.38, 3.24], [0.41, 0.17, -0.75], [0.50, -0.16, 1.33], [0.35, -1.30, -0.67], [0.33, 0.17, 1.05], [0.38, 0.10, 0.42], [0.20, 1.15, -0.33], [-0.10, -0.86, -0.71], [-0.09, 0.35, 0.31], [0.31, 1.21, 0.19], [1.26, -0.45, 0.90]], "nbo_charge": [-0.417, -0.160, 0.151, 0.006, -0.491, 0.089, -0.422, -0.219, -0.624, -0.610, 0.200, 0.234, 0.185, 0.185, 0.205, 0.220, 0.194, 0.205, 0.227, 0.215, 0.215, 0.216, 0.197]}

4.
{"formula": "H2INO3P", "method": "ωB97M-V/def2-TZVPD", "mol_weight_g_mol": 221.9, "gap_ev": 7.93, "lumo_energy_ev": 3.042, "charge": -1, "de_lowest_kj_mol": 198.3, "e_homo_ha": -0.1798, "elements": ["N", "O", "O", "O", "P", "I", "H", "H"], "xyz": [[-0.32458, -0.29802, 0.14762], [-1.11040, -1.58609, -1.99507], [0.50198, -2.84422, -0.45465], [2.11827, 0.35629, -0.08141], [-0.07650, -1.52696, -0.93961], [2.30397, -0.34096, -1.83023], [0.79383, 0.10279, 0.21592], [-1.03697, 0.24403, -0.34572]], "forces_ev_per_angstrom": [[1.24, -0.85, -0.87], [0.18, 0.67, -0.58], [-0.05, 2.49, -0.37], [0.29, 0.48, 0.71], [-1.34, -3.46, 1.32], [0.00, -0.09, -0.46], [-0.82, 0.33, -0.05], [0.50, 0.43, 0.30]], "nbo_charge": [-1.247, -1.126, -1.093, -1.051, 2.221, 0.453, 0.459, 0.384]}